# 1
116
Properties=species:S:1:pos:R:3 method="wB97M-V/def2-TZVPD" orbital_gap_ev=5.02 spin_multiplicity=1 total_energy_ev=-182132.1828 lumo_ha=-0.01141 e_above_lowest_kj_mol=51.3 homo_energy_ev=-5.3
K 0.635 -0.023 0.245
C -5.284 -1.732 1.535
N -4.050 -1.278 2.143
C -4.152 -0.698 3.469
C -2.816 -1.592 1.648
O -1.779 -1.334 2.231
C -2.806 -2.250 0.263
O -1.511 -2.440 -0.227
C -0.809 -3.490 0.429
C 0.541 -3.597 -0.273
O 1.462 -2.924 0.164
N 0.648 -4.395 -1.360
C -0.482 -5.014 -2.021
C 1.921 -4.473 -2.063
H -6.093 -1.082 1.864
H -5.533 -2.758 1.825
H -5.243 -1.667 0.449
H -4.768 0.204 3.435
H -3.155 -0.440 3.812
H -4.605 -1.402 4.173
H -3.321 -1.596 -0.443
H -3.355 -3.203 0.299
H -1.412 -4.405 0.404
H -0.604 -3.220 1.465
H -1.207 -5.401 -1.309
H -0.120 -5.857 -2.608
H -0.986 -4.317 -2.697
H 2.618 -3.767 -1.623
H 1.785 -4.213 -3.113
H 2.325 -5.486 -1.996
O 0.476 1.825 -1.369
S 0.566 2.381 -2.744
C -0.676 3.726 -2.796
C -1.925 3.434 -1.972
C -1.714 3.753 -0.494
C -2.901 3.406 0.388
S -3.038 1.598 0.760
O -1.927 0.899 0.053
C -4.526 1.286 -0.190
C -4.444 0.712 -1.446
C -5.613 0.443 -2.144
C -6.846 0.744 -1.584
C -6.918 1.316 -0.320
C -5.755 1.581 0.387
C -0.327 1.230 -3.796
C -0.149 1.285 -5.169
C -0.815 0.377 -5.976
C -1.638 -0.585 -5.407
C -1.795 -0.642 -4.029
C -1.137 0.268 -3.214
H -0.900 3.892 -3.851
H -0.156 4.611 -2.422
H -2.209 2.386 -2.088
H -2.753 4.033 -2.366
H -1.526 4.824 -0.373
H -0.825 3.227 -0.148
H -3.845 3.727 -0.053
H -2.806 3.881 1.367
H -3.470 0.491 -1.867
H -5.559 0.002 -3.131
H -7.755 0.531 -2.131
H -7.880 1.548 0.118
H -5.803 2.008 1.382
H 0.526 2.013 -5.604
H -0.676 0.407 -7.049
H -2.145 -1.302 -6.039
H -2.414 -1.410 -3.581
H -1.225 0.233 -2.136
C 3.846 1.585 1.669
Si 4.565 0.929 0.050
C 5.324 2.441 -0.817
C 5.986 -0.229 0.535
N 3.298 0.167 -0.779
C 3.376 -0.369 -1.997
C 4.517 -0.426 -2.853
C 4.491 -0.964 -4.127
C 3.332 -1.504 -4.673
C 2.189 -1.507 -3.874
C 2.249 -0.981 -2.611
F 1.094 -1.043 -1.859
H 4.600 2.084 2.283
H 3.442 0.749 2.241
H 3.033 2.291 1.483
H 5.944 3.009 -0.117
H 4.532 3.104 -1.173
H 5.947 2.185 -1.675
H 6.696 0.262 1.206
H 6.539 -0.579 -0.339
H 5.589 -1.109 1.045
H 5.451 -0.021 -2.484
H 5.406 -0.955 -4.709
H 3.312 -1.911 -5.674
H 1.243 -1.910 -4.219
Se 3.849 1.791 8.138
N 2.741 2.598 6.985
C 2.495 1.747 6.029
C 1.605 2.028 4.911
C 1.000 3.274 4.736
C 0.164 3.453 3.653
C -0.071 2.359 2.826
N 0.493 1.177 2.971
C 1.355 1.016 3.974
C 2.098 -0.263 4.022
N 1.948 -1.087 2.981
C 2.650 -2.207 2.966
C 3.523 -2.580 3.991
C 3.689 -1.733 5.063
C 2.970 -0.536 5.082
C 3.149 0.460 6.130
N 3.912 0.285 7.172
H 1.210 4.070 5.438
H -0.306 4.406 3.451
H -0.750 2.451 1.984
H 2.516 -2.824 2.085
H 4.069 -3.511 3.920
H 4.367 -1.959 5.874

***

# 2
12
Properties=species:S:1:pos:R:3 method="wB97M-V/def2-TZVPD" orbital_gap_ev=9.91 spin_multiplicity=1 total_energy_ev=-10378.9428 lumo_ha=0.01955 smiles="C#CC1=CCC(=O)O1" e_above_lowest_kj_mol=157.4 homo_energy_ev=-9.4
C 0.341 0.761 -3.028
C 0.308 0.702 -1.829
C 0.174 0.248 -0.506
C 0.021 -0.947 0.041
C -0.210 -0.816 1.501
C -0.248 0.812 1.581
O -0.466 1.533 2.528
O -0.035 1.270 0.370
H 0.465 0.830 -4.075
H 0.109 -1.957 -0.486
H 0.644 -1.101 2.030
H -1.103 -1.333 1.873

***

# 3
55
Properties=species:S:1:pos:R:3 method="wB97M-V/def2-TZVPD" orbital_gap_ev=6.54 spin_multiplicity=1 total_energy_ev=-172375.0227 lumo_ha=-0.03668 e_above_lowest_kj_mol=0.0 homo_energy_ev=-7.5
Cu 0.554 0.616 0.730
Se -5.678 0.492 -3.650
N -4.691 -0.792 -2.943
C -3.725 -0.216 -2.270
C -2.703 -0.943 -1.545
C -2.627 -2.336 -1.526
C -1.593 -2.942 -0.846
C -0.665 -2.141 -0.186
N -0.757 -0.822 -0.149
C -1.742 -0.212 -0.829
C -1.753 1.249 -0.829
N -0.794 1.870 -0.124
C -0.717 3.191 -0.151
C -1.632 3.977 -0.846
C -2.643 3.361 -1.548
C -2.710 1.968 -1.560
C -3.726 1.228 -2.282
N -4.691 1.789 -2.965
H -3.372 -2.908 -2.064
H -1.493 -4.019 -0.830
H 0.198 -2.568 0.309
H 0.113 3.625 0.390
H -1.542 5.054 -0.827
H -3.385 3.925 -2.097
O 2.399 2.678 -0.847
C 2.896 1.576 -0.649
N 2.290 0.537 -0.033
S 3.192 -0.823 0.004
O 3.446 -1.241 1.359
O 2.623 -1.834 -0.856
C 4.631 -0.089 -0.758
C 5.875 -0.609 -1.043
C 6.803 0.231 -1.647
C 6.477 1.549 -1.952
C 5.216 2.055 -1.663
C 4.295 1.217 -1.063
H 6.128 -1.633 -0.802
H 7.791 -0.143 -1.880
H 7.215 2.190 -2.417
H 4.941 3.077 -1.888
C -2.806 0.234 2.826
N -1.913 -0.897 2.940
C -2.360 -2.282 2.987
C -1.043 -3.075 3.105
N -0.044 -2.019 3.113
C -0.577 -0.788 3.019
S 0.283 0.651 3.078
H -3.830 -0.133 2.797
H -2.592 0.795 1.914
H -2.678 0.904 3.676
H -2.917 -2.542 2.083
H -3.011 -2.443 3.850
H -0.904 -3.757 2.265
H -1.000 -3.658 4.026
H 0.950 -2.172 3.094

***

# 4
43
Properties=species:S:1:pos:R:3 method="wB97M-V/def2-TZVPD" orbital_gap_ev=6.71 spin_multiplicity=1 total_energy_ev=-33406.9388 lumo_ha=-0.28152 e_above_lowest_kj_mol=220.7 homo_energy_ev=-14.4 charge=+2
Tl 1.225 -0.487 1.265
C -2.527 -0.656 0.709
N -1.249 -1.303 1.139
C -1.342 -1.483 2.628
N -2.481 -2.267 3.024
C -3.695 -1.584 2.558
N -3.682 -1.429 1.098
C -3.594 -2.765 0.496
N -2.373 -3.460 0.922
C -1.233 -2.670 0.529
C -2.393 -3.585 2.384
H -2.508 -0.560 -0.381
H -2.581 0.340 1.155
H -1.407 -0.492 3.088
H -0.431 -1.986 2.983
H -3.758 -0.601 3.026
H -4.566 -2.168 2.849
H -3.599 -2.675 -0.592
H -4.459 -3.350 0.805
H -1.238 -2.552 -0.558
H -0.312 -3.184 0.826
H -1.481 -4.084 2.715
H -3.250 -4.186 2.683
C 1.263 1.147 -3.332
Si -0.434 1.698 -2.947
C -0.669 3.172 -1.896
C -1.834 0.751 -3.527
C -3.073 1.372 -3.771
C -4.149 0.621 -4.202
C -4.009 -0.753 -4.375
C -2.789 -1.382 -4.145
C -1.701 -0.637 -3.732
H 1.538 1.545 -4.317
H 1.337 0.060 -3.412
H 1.998 1.518 -2.618
H -0.792 4.069 -2.515
H 0.198 3.350 -1.259
H -1.569 3.082 -1.286
H -3.191 2.441 -3.635
H -5.096 1.101 -4.406
H -4.860 -1.339 -4.696
H -2.687 -2.446 -4.309
H -0.750 -1.132 -3.570

***

# 5
132
Properties=species:S:1:pos:R:3 method="wB97M-V/def2-TZVPD" orbital_gap_ev=7.92 spin_multiplicity=1 total_energy_ev=-120785.6929 lumo_ha=-0.01107 homo_energy_ev=-8.2
C 5.320 -0.220 0.890
C 4.179 0.658 0.341
C 3.363 -0.090 -0.735
C 1.875 0.362 -0.918
C 1.714 1.016 -2.313
C 0.871 -0.839 -0.696
P 1.394 -2.079 -2.106
N 1.819 -3.536 -1.747
C -0.697 -0.430 -0.864
C -1.022 1.067 -0.536
N -1.186 1.870 -1.736
C -1.334 3.308 -1.522
C -1.696 -1.318 -0.067
I -1.397 -3.453 -0.640
N -3.081 -0.917 -0.248
C -4.137 -1.892 0.086
C -3.498 -0.355 -1.545
C -3.375 -1.095 -2.853
O -4.016 0.732 -1.518
C -1.210 -1.134 1.389
S -2.327 -1.385 2.784
O -0.101 -2.015 1.617
S 1.273 -1.454 0.978
O 2.172 -2.559 0.963
O 1.661 -0.322 1.792
H 5.051 -0.714 1.822
H 5.566 -0.943 0.115
H 6.196 0.407 1.066
H 3.542 1.064 1.126
H 4.640 1.526 -0.145
H 3.453 -1.168 -0.572
H 3.883 0.096 -1.677
H 1.720 1.117 -0.151
H 1.541 2.086 -2.213
H 2.581 0.831 -2.942
H 0.844 0.660 -2.857
H 2.437 -1.419 -2.743
H 0.314 -2.021 -2.994
H 1.206 -4.219 -2.170
H -0.885 -0.563 -1.929
H -0.269 1.509 0.114
H -1.955 1.093 0.051
H -1.963 1.514 -2.275
H -0.995 3.563 -0.512
H -2.356 3.654 -1.648
H -0.658 3.834 -2.205
H -5.033 -1.331 0.371
H -3.862 -2.532 0.914
H -4.405 -2.517 -0.771
H -2.484 -0.757 -3.379
H -4.225 -0.781 -3.464
H -3.393 -2.174 -2.759
H -0.823 -0.118 1.496
H -3.516 -1.074 2.271
O 1.702 3.973 0.228
H 1.402 3.816 1.130
H 1.079 3.490 -0.324
O 0.721 -0.607 4.776
H 0.439 -1.493 5.032
H 1.195 -0.776 3.944
O 3.463 -4.922 -3.869
H 4.203 -5.354 -4.306
H 3.717 -4.806 -2.945
O -3.399 4.522 -3.584
H -4.200 3.988 -3.609
H -3.359 4.939 -4.450
O 4.009 -0.222 3.882
H 3.642 0.116 4.707
H 3.294 -0.251 3.227
O 6.452 -1.475 -2.192
H 6.376 -2.369 -2.539
H 7.291 -1.141 -2.537
O -0.530 -3.963 -4.070
H -0.841 -4.879 -4.045
H -0.025 -3.911 -4.892
O 3.431 6.443 0.912
H 2.966 5.670 0.570
H 3.303 6.410 1.863
O -0.289 -6.899 -3.797
H 0.484 -7.161 -4.315
H -0.025 -7.029 -2.881
O -4.810 1.573 2.204
H -4.157 1.777 2.890
H -4.339 1.053 1.544
O -2.436 -1.082 -5.965
H -2.899 -1.542 -6.673
H -2.176 -1.800 -5.365
O -3.317 3.403 3.717
H -3.435 3.646 4.643
H -3.865 4.023 3.218
O 3.524 0.522 6.782
H 2.623 0.276 6.540
H 3.405 1.360 7.236
O -4.653 4.874 1.419
H -5.445 4.338 1.309
H -4.581 5.391 0.612
O 1.656 -0.780 -5.108
H 0.915 -0.345 -5.545
H 2.438 -0.419 -5.538
O -2.063 6.615 -0.863
H -2.412 5.996 -1.517
H -1.781 6.059 -0.131
O -4.329 3.739 6.442
H -5.163 3.609 5.980
H -4.510 4.372 7.151
O -2.742 0.642 6.566
H -3.022 0.370 5.688
H -3.406 1.278 6.858
O -3.630 6.224 7.648
H -4.202 6.866 7.218
H -2.736 6.455 7.361
O 1.236 -7.642 -6.163
H 0.958 -8.567 -6.170
H 1.750 -7.537 -6.971
O -0.916 5.773 6.194
H -1.017 4.888 5.827
H -0.025 6.040 5.950
O -2.570 -2.143 6.401
H -2.790 -1.756 5.549
H -2.220 -1.402 6.909
O 3.480 -8.915 -4.633
H 3.368 -8.820 -3.684
H 2.819 -8.335 -5.032
O -1.608 -5.886 -6.418
H -1.065 -6.400 -5.809
H -2.358 -6.454 -6.616
O 8.185 0.702 -3.070
H 8.151 0.960 -2.142
H 7.624 1.344 -3.516
O 0.009 1.874 6.383
H -0.771 1.547 6.849
H -0.015 1.375 5.557

***

# 6
79
Properties=species:S:1:pos:R:3 method="wB97M-V/def2-TZVPD" orbital_gap_ev="4.49 / 4.54" spin_multiplicity=1 total_energy_ev=-298954.1380 lumo_ha="-0.01022 / -0.00841" homo_energy_ev="-4.8 / -4.8" charge=-1
Fe -0.163 0.303 1.004
Br -1.442 3.896 3.865
C 0.198 3.038 4.258
C 0.976 3.547 5.296
C 2.188 2.989 5.594
Br 3.223 3.744 7.004
C 2.657 1.871 4.870
C 3.906 1.248 5.100
C 4.285 0.175 4.352
C 3.389 -0.320 3.387
N 2.224 0.224 3.150
C 1.844 1.332 3.838
C 0.584 1.953 3.456
O -0.112 1.583 2.464
H 0.620 4.404 5.851
H 4.553 1.641 5.872
H 5.243 -0.304 4.498
H 3.646 -1.194 2.798
I 0.235 -1.763 2.576
C -1.383 -3.014 2.100
C -1.882 -3.641 3.209
C -2.884 -4.625 3.115
C -3.339 -4.982 1.889
C -2.860 -4.342 0.719
C -3.376 -4.773 -0.527
C -2.980 -4.184 -1.684
C -2.084 -3.105 -1.619
C -1.555 -2.637 -0.442
P -0.547 -1.106 -0.699
C 0.784 -1.755 -1.768
C 0.756 -1.859 -3.157
C 1.841 -2.381 -3.846
C 2.962 -2.816 -3.157
C 2.993 -2.735 -1.773
C 1.912 -2.209 -1.086
C -1.664 -0.063 -1.651
C -2.976 0.191 -0.945
C -3.914 1.074 -1.685
C -3.603 1.617 -2.869
C -2.296 1.444 -3.415
C -1.347 0.627 -2.790
C -1.893 -3.295 0.790
H -1.486 -3.387 4.183
H -3.262 -5.096 4.012
H -4.083 -5.761 1.776
H -4.095 -5.583 -0.531
H -3.361 -4.515 -2.641
H -1.825 -2.606 -2.546
H -0.110 -1.541 -3.720
H 1.812 -2.432 -4.927
H 3.815 -3.205 -3.698
H 3.871 -3.053 -1.226
H 1.959 -2.120 -0.006
H -3.476 -0.768 -0.735
H -4.860 1.282 -1.202
H -4.315 2.245 -3.384
H -2.059 1.884 -4.372
H -0.355 0.570 -3.214
C 1.536 4.046 -3.314
S 0.057 3.269 -4.011
C -1.197 3.798 -2.905
C -1.248 3.563 -1.539
S -0.122 2.741 -0.620
S -2.628 4.309 -0.746
C -3.373 5.033 -2.120
S -4.803 5.839 -2.098
S -2.431 4.835 -3.563
H 2.376 3.545 -3.792
H 1.576 3.859 -2.244
H 1.549 5.111 -3.534
O -2.053 -0.129 1.131
O -2.723 0.827 0.312
N 1.648 0.586 0.385
C 2.629 0.603 -0.227
C 3.819 0.582 -0.947
C 4.990 0.104 -0.320
N 5.933 -0.305 0.208
C 3.803 0.907 -2.321
N 3.775 1.168 -3.446